Here is a 2-piece molecular cluster, CBrClFO2S overall in a non-equilibrium geometry from OMol25. Energies are from wB97M-V/def2-TZVPD.

Results
**Charge**: -1
**Energy above the lowest of the compared OMol25 structures with the same formula, charge and spin**: 54.61 kJ/mol
**Orbital gap (spin up / spin down)**: 7.1386 / 7.1380 eV
**F_max**: 2.62 eV/Å

Last column: Löwdin charge in e.
Positions of all 7 atoms, in Å:
C (0.934, 0.225, -0.491)  -1.19
O (-1.573, -1.786, 0.647)  -0.51
O (-2.415, 0.499, 0.103)  -0.52
F (1.339, 0.216, -1.751)  -0.15
S (-1.357, -0.351, 0.680)  0.70
Cl (0.916, 1.989, -0.019)  0.36
Br (2.157, -0.792, 0.830)  0.31